# 1
This record from OMol25 describes a structure of composition C6H12F6IrN4O7S2. The level of theory is ωB97M-V with the def2-TZVPD basis set.

For the electronic energy, the calculation gives -67496.5007 eV. The value obtained for the energy above the lowest of the compared OMol25 structures with the same formula, charge and spin is 0.000 eV. As for the expectation value of S²: 8.761. Its multiplicity is 6. Its lowest unoccupied orbital energy (alpha / beta) is -0.268 / -0.425 Ha. As for the net charge: +2. Its HOMO energy (alpha / beta) is -17.96 / -18.39 eV.

Each line ends with the natural charge from an NBO analysis.
Cartesian coordinates (Å):
Ir -0.24454 -0.35343 -0.09821  1.890
N -0.33597 -1.36993 1.91186  -0.750
C -0.69518 -0.37079 2.95171  -0.254
C -1.84855 0.51906 2.45919  -0.415
C -1.53701 2.01293 2.48019  -0.429
C -0.34650 2.40544 1.61637  -0.247
N -0.49212 1.89839 0.22399  -0.752
H -1.06812 -2.06898 1.78817  0.436
H 0.54719 -1.83807 2.10859  0.436
H 0.20408 0.20391 3.16627  0.225
H -0.96480 -0.89761 3.86710  0.258
H -2.76145 0.31801 3.01875  0.280
H -2.13085 0.22138 1.42696  0.182
H -1.32493 2.33617 3.50103  0.263
H -2.42381 2.56652 2.16448  0.245
H 0.59934 2.02841 2.00528  0.217
H -0.25878 3.49276 1.57027  0.259
H 0.20705 2.28705 -0.40772  0.435
H -1.41113 2.11052 -0.16658  0.430
O 1.71494 -0.23160 0.92391  -0.498
N 2.36523 0.28567 -0.08458  0.711
O 3.51298 0.47836 -0.09486  -0.139
O 1.57185 0.47582 -1.08581  -0.449
F -0.83980 -1.18246 -5.08613  -0.251
C -1.28892 -0.17260 -4.39360  0.860
F -2.47260 0.21236 -4.77763  -0.249
F -0.43128 0.82269 -4.36516  -0.267
S -1.43868 -0.74245 -2.60100  2.116
O -0.13567 -1.32384 -2.13614  -0.867
O -1.63527 0.46331 -1.73984  -0.931
N -2.60700 -1.72852 -2.56829  -1.107
S -2.84182 -2.46868 -1.16618  2.179
O -1.90995 -1.86833 -0.13200  -1.018
O -4.19817 -2.52230 -0.78585  -0.785
C -2.17598 -4.22165 -1.41974  0.799
F -1.55613 -4.27988 -2.57861  -0.273
F -3.19260 -5.03832 -1.37480  -0.251
F -1.32290 -4.47388 -0.43539  -0.291

# 2
This record from OMol25 describes an isolated molecule of C6H12FN in a non-equilibrium geometry. The level of theory is ωB97M-V with the def2-TZVPD basis set.

For the electronic energy, the calculation gives -10622.6291 eV. The value obtained for the energy above the lowest of the compared OMol25 structures with the same formula, charge and spin is 1.533 eV. Its multiplicity is 1. As for the SMILES: CN[C@@H]1C[C@H](F)[C@H]1C. Its lowest unoccupied orbital energy is 0.038 Ha. Its HOMO energy is -9.18 eV.

Each line ends with the natural charge from an NBO analysis.
Cartesian coordinates (Å):
C 2.36099 -0.04186 -0.23494  -0.421
N 1.32712 -1.04804 -0.48592  -0.621
C 0.15486 -0.62827 0.23881  -0.013
C -1.15093 -1.56976 0.14192  -0.442
C -1.87773 -0.29193 0.18084  0.214
F -3.09906 -0.31891 -0.55778  -0.384
C -0.72453 0.53924 -0.32990  -0.264
C -0.46522 1.97128 0.03308  -0.601
H 2.81980 -0.03140 0.81527  0.167
H 1.87620 0.97633 -0.44785  0.196
H 3.23212 -0.23388 -0.88487  0.203
H 1.62235 -1.96478 -0.17162  0.360
H 0.29873 -0.44133 1.27299  0.156
H -1.11778 -2.24108 1.03492  0.210
H -1.20849 -2.04740 -0.79122  0.228
H -2.20504 0.01162 1.15472  0.167
H -0.65731 0.33331 -1.43596  0.220
H 0.45016 2.21978 -0.26992  0.203
H -1.10060 2.74164 -0.38966  0.222
H -0.53565 2.06545 1.12711  0.201

# 3
This record from OMol25 describes an isolated molecule of C6H12FN in a non-equilibrium geometry. The level of theory is ωB97M-V with the def2-TZVPD basis set.

For the electronic energy, the calculation gives -10621.1343 eV. The value obtained for the energy above the lowest of the compared OMol25 structures with the same formula, charge and spin is 3.028 eV. Its multiplicity is 1. As for the SMILES: CC[C@@](C)(F)[C@@H]1CN1. Its lowest unoccupied orbital energy is 0.032 Ha. Its HOMO energy is -9.74 eV.

Each line ends with the natural charge from an NBO analysis.
Cartesian coordinates (Å):
C -1.61949 -1.38937 0.04974  -0.617
C -1.52553 0.18613 -0.11399  -0.429
C -0.04928 0.67082 0.22074  0.364
C 0.04594 2.19330 0.00587  -0.649
F 0.06378 0.30790 1.63330  -0.397
C 1.06366 -0.02607 -0.54343  -0.150
C 1.53280 -1.28909 0.25167  -0.291
N 2.32959 0.01782 0.23849  -0.559
H -2.64465 -1.68045 0.02035  0.205
H -1.23577 -1.96316 1.04913  0.223
H -1.16096 -1.79118 -0.87616  0.201
H -2.39364 0.59793 0.53494  0.227
H -1.68652 0.39308 -1.20040  0.202
H -0.59501 2.61355 0.81640  0.227
H 1.02259 2.60617 0.17008  0.229
H -0.40945 2.42010 -1.04716  0.217
H 1.05784 -0.00891 -1.73715  0.233
H 1.30471 -1.61336 1.30873  0.238
H 2.08310 -2.18562 -0.23307  0.195
H 2.81628 -0.05959 -0.54808  0.329

# 4
This record from OMol25 describes a structure of composition C6H12FN in a non-equilibrium geometry. The level of theory is ωB97M-V with the def2-TZVPD basis set.

For the electronic energy, the calculation gives -10618.4566 eV. The value obtained for the energy above the lowest of the compared OMol25 structures with the same formula, charge and spin is 5.706 eV. Its multiplicity is 1. Its lowest unoccupied orbital energy is 0.032 Ha. Its HOMO energy is -8.88 eV.

Each line ends with the natural charge from an NBO analysis.
Cartesian coordinates (Å):
C -0.65424 -1.63888 1.67769  -0.404
C -0.64456 -0.08398 -0.21373  -0.010
C -1.00158 0.37019 -1.65356  -0.445
C 0.35247 1.09655 -1.57848  0.242
C 0.84982 0.38845 -0.47418  -0.315
C 1.56694 0.96962 0.73975  -0.628
H -1.84463 -1.46176 2.51240  0.167
H 0.31799 -0.81123 1.97509  0.205
H -0.12472 -2.96683 1.88151  0.198
H -1.73442 -1.79485 0.17156  0.364
H -0.82389 0.75626 0.56591  0.167
H -1.84942 0.93142 -1.79951  0.213
H -1.12055 -0.54932 -2.30817  0.224
H 0.14566 2.18218 -1.25116  0.146
H 1.26309 -0.44110 -0.89411  0.222
H 1.98452 0.02747 1.29644  0.233
H 2.26383 1.81965 0.27977  0.236
H 0.75875 1.50624 1.49715  0.207
N -0.84155 -1.45817 0.28320  -0.666
F 1.13651 1.15810 -2.70755  -0.357

# 5
This record from OMol25 describes an isolated molecule of C6H12FNO4S in a non-equilibrium geometry. The level of theory is ωB97M-V with the def2-TZVPD basis set.

For the electronic energy, the calculation gives -29643.0530 eV. The value obtained for the energy above the lowest of the compared OMol25 structures with the same formula, charge and spin is 5.969 eV. Its multiplicity is 1. As for the SMILES: CCCCN(CC(=O)O)S(=O)(=O)F. Its lowest unoccupied orbital energy is -0.058 Ha. Its HOMO energy is -10.93 eV.

Each line ends with the natural charge from an NBO analysis.
Cartesian coordinates (Å):
C 0.51578 -1.09795 2.30340  -0.649
C 0.32335 0.51629 2.51045  -0.418
C -0.72151 1.20897 1.40322  -0.433
C -0.17554 1.07294 -0.13983  -0.286
N -0.38997 -0.28136 -0.77802  -0.612
C 0.13096 -0.10389 -2.21478  -0.337
C 1.76594 -0.07783 -2.32699  0.773
O 2.55234 1.00373 -2.14379  -0.578
O 2.48513 -1.32814 -2.71409  -0.705
S -2.06759 -0.76688 -0.79369  2.235
O -3.00607 0.45371 -1.12551  -0.827
O -2.41985 -1.86063 -1.84102  -0.806
F -2.62079 -1.40462 0.73842  -0.452
H -0.18705 -1.58867 1.50727  0.222
H 1.64108 -1.34550 1.99442  0.214
H 0.36907 -1.59149 3.37972  0.222
H -0.21603 0.66619 3.56364  0.213
H 1.34228 1.10399 2.57930  0.215
H -1.83523 0.88585 1.56542  0.237
H -0.68459 2.37451 1.65926  0.230
H -0.73060 1.92860 -0.76006  0.222
H 0.96553 1.41867 -0.11397  0.268
H -0.25506 -0.92422 -2.95463  0.288
H -0.25854 0.93595 -2.64774  0.252
H 3.47695 -1.19822 -2.65040  0.512

Copy entry 3 word for word.
This record from OMol25 describes an isolated molecule of C6H12FN in a non-equilibrium geometry. The level of theory is ωB97M-V with the def2-TZVPD basis set.

For the electronic energy, the calculation gives -10621.1343 eV. The value obtained for the energy above the lowest of the compared OMol25 structures with the same formula, charge and spin is 3.028 eV. Its multiplicity is 1. As for the SMILES: CC[C@@](C)(F)[C@@H]1CN1. Its lowest unoccupied orbital energy is 0.032 Ha. Its HOMO energy is -9.74 eV.

Each line ends with the natural charge from an NBO analysis.
Cartesian coordinates (Å):
C -1.61949 -1.38937 0.04974  -0.617
C -1.52553 0.18613 -0.11399  -0.429
C -0.04928 0.67082 0.22074  0.364
C 0.04594 2.19330 0.00587  -0.649
F 0.06378 0.30790 1.63330  -0.397
C 1.06366 -0.02607 -0.54343  -0.150
C 1.53280 -1.28909 0.25167  -0.291
N 2.32959 0.01782 0.23849  -0.559
H -2.64465 -1.68045 0.02035  0.205
H -1.23577 -1.96316 1.04913  0.223
H -1.16096 -1.79118 -0.87616  0.201
H -2.39364 0.59793 0.53494  0.227
H -1.68652 0.39308 -1.20040  0.202
H -0.59501 2.61355 0.81640  0.227
H 1.02259 2.60617 0.17008  0.229
H -0.40945 2.42010 -1.04716  0.217
H 1.05784 -0.00891 -1.73715  0.233
H 1.30471 -1.61336 1.30873  0.238
H 2.08310 -2.18562 -0.23307  0.195
H 2.81628 -0.05959 -0.54808  0.329